Computed, not measured: a structure of composition C27H37Cl2MnN7O8SSi3, with ωB97M-V/def2-TZVPD.

```
86
Properties=species:S:1:pos:R:3:forces:R:3:lowdin_spin:R:1
C -1.7700 -2.2068 3.3341 0.2993 0.0931 -0.1540 0.014
O -0.6026 1.5810 1.1860 0.4955 -0.6788 0.0994 0.024
H -2.1975 -4.5657 -2.4316 -0.0699 0.1453 0.0620 0.000
N 2.6381 -2.4178 1.7594 -0.3119 -0.6746 -0.5399 0.000
H -2.4388 -2.9989 3.0007 0.2408 0.1525 -0.1209 0.001
H -3.6028 1.8939 1.4610 -0.1301 -0.2419 0.0922 0.000
C -0.6697 1.7042 2.5902 -0.0658 0.0979 0.2811 0.002
H -5.0648 0.6786 -0.7522 -0.1952 0.2401 -0.0449 0.000
Si 0.0525 2.0514 -2.5108 1.3443 -1.5368 -0.7804 0.000
Si -1.5183 2.6300 0.2128 -0.4616 0.8049 -2.3554 0.002
C -1.6818 -2.2574 -1.2400 -0.4144 0.1959 0.2259 0.008
H 0.2484 4.4841 0.1838 0.2761 -0.0348 -0.1392 0.000
O 1.0645 -2.3196 -0.3432 -0.0894 -0.5164 -0.3311 0.040
H -0.4345 2.7256 2.9055 0.0394 0.0121 0.0057 0.000
H 2.1121 -2.5104 0.8567 0.1539 0.0201 0.3825 0.000
N 2.0651 0.8444 -1.4650 -0.3009 -0.6386 0.5564 0.026
N 2.3066 -0.0928 1.7672 -0.7289 -0.7054 -0.7807 0.020
C -1.1526 -4.4982 -2.1703 0.0552 0.1573 0.1165 0.001
H 0.3943 -1.0775 -2.5736 0.0329 -0.1407 -0.1559 0.001
Cl -2.7491 -1.0277 4.2104 -0.0858 0.1089 0.0861 0.002
H 1.5152 2.6076 -0.4418 0.0194 0.1722 0.2258 0.001
C 3.5465 1.8483 -3.7473 -0.0514 -0.2452 -0.0652 0.001
C 4.4307 1.7544 4.0766 0.0548 0.0695 0.0786 0.000
O -2.8795 -2.5260 -1.3127 0.2075 -0.4818 -0.1129 0.008
H -3.7236 3.1219 -3.7003 0.2296 0.1169 -0.1889 0.000
C -0.3013 -5.5708 -2.4784 1.0478 1.4585 0.7919 0.002
H -3.4083 -0.7347 -3.7876 -0.2189 -0.1638 0.0240 0.000
S 4.2091 -0.9471 3.3598 -0.4739 0.0542 -0.4517 0.002
H -1.6694 1.4567 2.9555 0.0133 -0.0562 -0.0010 0.000
C -2.6776 0.0656 -3.7208 -0.1049 0.2623 0.4788 0.000
H 3.0562 0.7296 -1.2198 0.0811 0.0158 0.1456 0.001
H -1.0075 -2.5712 4.0204 -0.0528 0.0307 -0.2404 0.000
O -0.0513 -7.6938 -3.2742 -0.6197 0.9088 0.1984 0.001
N 4.3919 2.6452 -3.8556 0.8846 1.0532 0.1162 0.001
C 1.3201 -0.9208 -3.1231 0.3993 -0.0245 0.4269 0.003
C -4.2158 2.5570 -2.9164 0.2730 -0.5575 0.1725 0.001
H -0.8501 4.7195 1.5322 -0.0325 0.0229 0.2460 0.000
C 1.0541 -5.4645 -2.1868 -0.1502 -0.1174 -0.0284 -0.001
C -4.0838 0.2433 -0.9236 0.2342 0.1973 -0.3229 0.000
C -0.7882 4.3992 0.4929 0.0185 -0.7724 0.0956 0.000
N 2.9254 -4.3031 -1.2678 2.9183 0.1656 0.6804 0.000
H 1.1428 -1.0571 -4.1870 -0.0002 0.0579 -0.0292 0.000
H -0.7952 2.2919 -4.8282 -0.3264 -0.1587 -0.0804 0.000
C 3.8411 0.7526 3.3345 -0.2111 -0.0009 -0.2295 0.001
H -4.5096 3.2601 -2.1447 -0.0440 0.1763 0.2778 0.000
Cl -0.9721 -1.4858 1.8913 -0.8885 -0.8701 1.0832 0.020
H 2.6729 4.3585 2.8387 -0.0369 0.0429 -0.0597 0.000
H 0.9481 2.5271 -4.8313 0.2271 -0.1635 0.1238 0.000
H -3.9646 3.1091 0.2648 -0.1529 0.0630 -0.2440 0.000
H 0.0546 1.0285 3.0441 -0.0210 -0.0132 0.0399 0.000
C 1.5515 -4.3440 -1.5215 -1.8302 -0.0971 -0.3541 0.003
H -2.6885 0.6099 -4.6621 0.0065 0.1910 -0.0988 0.000
C 1.8433 0.4613 -2.8688 -4.0783 0.7544 0.5024 0.004
Mn 0.4487 -0.2955 -0.0272 0.4460 1.1106 -1.3939 4.724
O 3.6368 -5.2508 -1.6514 -0.7397 0.8215 0.2802 0.001
H -3.5558 0.2169 0.0216 0.1474 -0.0741 0.2359 0.000
H -3.2656 3.5815 1.8010 0.1405 0.1538 0.1217 0.000
H -5.1212 2.1276 -3.3347 -0.3153 -0.1658 -0.1312 0.000
C 2.8099 1.0124 2.4055 0.6768 0.5474 0.6956 0.002
H -4.1971 -0.7918 -1.2283 -0.0296 -0.0598 -0.0603 0.000
O -2.0322 -6.7991 -3.3126 1.2455 0.1524 0.2790 0.001
C 2.9973 3.3365 2.9763 0.0365 0.1100 0.0579 0.000
H 2.0623 -1.6490 -2.7884 0.2524 -0.5237 -0.0937 0.000
C -3.2476 2.8202 1.0239 0.5428 -0.3063 -0.0535 0.000
H 5.2078 1.5163 4.7856 0.1402 0.0152 0.0965 0.000
C -0.6899 -3.3758 -1.5256 -0.1102 -0.1888 -0.1607 0.002
C 2.9222 -1.1816 2.1277 0.6857 0.4955 1.0825 0.002
H 1.7392 -6.2537 -2.4599 -0.0710 0.0333 0.0242 0.000
N -0.8186 -6.7407 -3.0550 -0.8708 -2.0369 -0.9960 0.000
H 1.6339 2.5519 1.5155 -0.0882 0.0581 -0.0446 0.000
O -1.2262 -1.0986 -0.9534 0.2067 0.0175 0.1318 0.047
N 2.6788 0.9200 -3.8075 0.7083 -0.5337 -1.2358 0.003
Si -3.0430 1.1898 -2.2147 0.6997 0.9026 0.0506 0.002
H 4.4491 3.8571 4.4716 0.0079 0.0115 0.0052 0.000
H 3.3499 -3.1205 1.8876 0.0023 0.1598 0.0374 0.000
C 3.9998 3.0576 3.8973 0.0494 0.0295 0.0732 0.000
C 0.0309 2.7445 -4.2935 -0.0160 0.3635 0.7432 0.000
H -1.7044 -0.3982 -3.6149 0.3067 -0.1101 0.0364 0.000
H -0.1229 3.8186 -4.2942 -0.1048 0.3897 -0.1140 0.000
C -1.4898 2.0465 -1.5457 -0.3977 -0.2123 1.1719 0.012
H 2.4334 2.9089 -1.9126 -0.1584 -0.1305 0.0194 0.001
H -1.3539 5.1112 -0.0990 -0.2137 0.0577 -0.1713 0.000
C 0.6719 -3.2818 -1.0970 0.2869 0.5352 0.3989 0.006
C 2.4073 2.3338 2.2329 -0.1250 -0.2275 -0.1710 0.000
O 3.4218 -3.3355 -0.6556 -0.6428 -1.3813 -0.9491 0.001
C 1.6657 2.2635 -1.4616 -0.1033 1.0347 0.3273 0.003
```
Forces are in eV/Å.

HOMO energy (alpha / beta): 0.13 / 0.15 eV
Energy above the lowest of the compared OMol25 structures with the same formula, charge and spin: 3.287 eV
2S+1: 6
LUMO level (alpha / beta): 3.3 / 3.3 eV
Molar mass: 829.80 g mol⁻¹
Total charge: -2